No. 1
Entry from the OMol25 dataset: a cluster of 2 separate species, C3H4FNS in total at a distorted geometry (the ωB97M-V functional and the def2-TZVPD basis).

XYZ file:
```
10
Properties=species:S:1:pos:R:3:forces:R:3:lowdin_charge:R:1
C -1.74737 0.10449 -0.12140 0.16 -0.10 -0.70 -0.237
C 2.63781 0.44781 0.47806 0.72 0.73 0.43 -0.607
C -1.96743 -1.02498 -0.71294 -2.48 -2.27 -1.71 -0.189
N -1.57508 1.14622 0.45595 1.73 2.89 0.23 0.140
F -1.37039 -2.15382 -0.26576 0.58 -0.21 0.27 -0.050
S 1.60645 -0.76231 0.21867 0.45 0.44 -0.66 0.620
H 2.73426 0.68770 1.56808 0.38 0.33 -1.11 -0.004
H -0.79398 1.82421 0.09191 -1.77 -1.78 0.62 0.125
H 3.29562 1.07891 -0.27214 -1.53 -1.49 1.34 0.054
H -2.81988 -1.34823 -1.44044 1.76 1.46 1.30 0.148
```
Forces are in eV/Å.

## Properties
frontier orbital gap	8.40	eV
calculated total energy	-669.38311	Eh
spin multiplicity	1
SMILES	N=C=CF.C=S
LUMO level	-0.0184	Ha
energy above the lowest of the compared OMol25 structures with the same formula, charge and spin	72.79	kcal per mole

No. 2
Entry from the OMol25 dataset: a structure of composition C3H4FNS at a distorted geometry (the ωB97M-V functional and the def2-TZVPD basis).

XYZ file:
```
10
Properties=species:S:1:pos:R:3:forces:R:3:lowdin_charge:R:1
C -0.17018 -0.18202 0.01727 -2.95 0.65 0.50 -0.335
C 1.14260 0.43297 0.15672 -0.04 -5.15 -0.24 -0.087
C 2.20407 -0.33262 0.10204 -0.88 -4.59 -2.25 -0.179
H -3.61788 0.70730 0.10928 1.46 -0.68 -0.25 -0.121
H -0.61846 -1.32142 0.12184 2.43 2.38 -0.16 0.114
H 1.18421 1.40638 0.10227 0.07 5.13 0.08 0.063
H 2.02198 -1.48475 -0.21076 0.67 2.56 1.37 0.168
N -1.12083 0.71432 -0.11729 0.09 -2.36 0.59 -0.346
F 3.45382 0.00148 -0.09247 0.79 0.78 0.52 0.059
S -2.57921 -0.23944 -0.00784 -1.65 1.27 -0.16 0.664
```
Forces are in eV/Å.

## Properties
frontier orbital gap	9.04	eV
calculated total energy	-669.40587	Eh
spin multiplicity	1
LUMO level	0.0162	Ha
energy above the lowest of the compared OMol25 structures with the same formula, charge and spin	58.51	kcal per mole

No. 3
Entry from the OMol25 dataset: a cluster of 2 separate species, C3H4FO3 in total at a distorted geometry (the ωB97M-V functional and the def2-TZVPD basis).

XYZ file:
```
11
Properties=species:S:1:pos:R:3:forces:R:3:lowdin_charge:R:1
C 1.53647 0.74599 -1.95814 -2.38 -1.65 1.14 -0.736
C -0.78870 0.61644 -0.70225 -2.66 -0.60 1.53 0.005
C 0.19136 0.05775 -1.38607 -0.32 0.58 -0.55 -0.297
O 2.43754 0.70490 -1.13405 1.46 0.14 1.11 -0.022
O 1.42810 1.15869 -3.08502 0.19 0.94 -2.03 0.003
O 1.60375 -0.98074 1.06580 0.75 2.49 2.08 -0.051
F 0.00384 -1.27237 -1.67753 0.64 -0.03 0.10 -0.006
H -0.90055 1.69352 -0.49918 0.60 -0.69 -0.12 0.053
H -1.67808 -0.04070 -0.23395 2.13 1.39 -1.37 0.097
H 1.67454 -0.27190 0.40672 0.54 0.56 0.08 -0.008
H 1.38549 -1.66687 0.51955 -0.94 -3.11 -1.97 -0.038
```
Forces are in eV/Å.

## Properties
frontier orbital gap	9.03	eV
calculated total energy	-442.33623	Eh
spin multiplicity	1
charge	-1
LUMO level	0.1539	Ha
energy above the lowest of the compared OMol25 structures with the same formula, charge and spin	23.89	kcal per mole